Below is a molecular structure, C22H40BBr2ClNO5SiY, with properties calculated with ωB97M-V/def2-TZVPD.

Structure (ORCA input):
```
! wB97M-V def2-TZVPD RIJCOSX def2/J DEFGRID3
* xyz -2 1
Y 0.20 -0.35 0.28
O -0.50 0.28 4.61
Cl 0.01 0.05 3.30
O -0.78 -1.00 2.62
O 1.39 -0.36 3.31
O -0.12 1.23 2.45
C -5.96 -1.26 0.21
C -5.40 -2.51 -0.47
C -4.89 -2.03 -1.85
C -6.54 -3.50 -0.68
Si -3.92 -3.24 0.54
Br -2.40 0.35 -0.03
C -3.37 -4.97 -0.13
C -4.26 -6.12 0.37
C -1.91 -5.24 0.30
C -3.36 -5.00 -1.66
C -4.23 -3.24 2.44
C -4.11 -1.80 2.98
C -3.14 -4.04 3.17
C -5.60 -3.81 2.83
H -6.73 -0.82 -0.44
H -5.19 -0.50 0.37
H -6.44 -1.48 1.17
H -5.71 -1.55 -2.38
H -4.53 -2.85 -2.48
H -4.08 -1.31 -1.74
H -7.35 -3.01 -1.24
H -6.97 -3.85 0.27
H -6.24 -4.38 -1.25
H -4.22 -6.22 1.46
H -3.91 -7.06 -0.06
H -5.30 -5.99 0.09
H -1.79 -5.29 1.37
H -1.23 -4.48 -0.08
H -1.59 -6.21 -0.12
H -4.36 -4.94 -2.09
H -2.93 -5.95 -1.99
H -2.76 -4.20 -2.09
H -3.14 -1.36 2.75
H -4.23 -1.82 4.07
H -4.87 -1.13 2.58
H -2.14 -3.67 2.95
H -3.17 -5.11 2.94
H -3.30 -3.94 4.25
H -6.42 -3.22 2.43
H -5.69 -3.82 3.92
H -5.73 -4.84 2.48
B 0.43 -1.87 -4.59
C 0.34 -1.42 -3.07
N 0.28 -1.08 -1.96
H 0.79 -3.04 -4.61
H 1.25 -1.15 -5.14
H -0.67 -1.75 -5.08
C 0.66 -3.74 2.13
O 1.81 -3.36 1.43
C 1.68 -2.23 0.61
C 2.98 -2.12 -0.16
H 0.59 -4.84 2.11
H -0.24 -3.32 1.68
H 0.70 -3.40 3.17
H 3.66 -2.94 0.11
H 3.50 -1.17 0.03
H 2.81 -2.16 -1.24
Br 4.85 4.94 -0.83
C 3.59 3.52 -0.54
C 2.50 3.41 -1.39
C 1.60 2.37 -1.16
C 1.73 1.44 -0.12
C 2.86 1.62 0.70
C 3.79 2.64 0.51
H 2.36 4.10 -2.21
H 0.76 2.29 -1.85
H 3.03 0.95 1.54
H 4.65 2.75 1.16
*
```

Atomic partial charges in e from the natural (NBO) method, atoms 1 to 5: number 1, Y, carries 1.72; number 2, O, carries -0.82; number 3, Cl, carries 2.52; number 4, O, carries -0.87; number 5, O, carries -0.81


Below is a molecular structure, C22H40BMnN12OS at a distorted geometry, with properties calculated with ωB97M-V/def2-TZVPD.

Structure (ORCA input):
```
! wB97M-V def2-TZVPD RIJCOSX def2/J DEFGRID3
* xyz 3 2
Mn 0.16 0.22 -0.27
C -1.23 3.20 -1.58
C -2.00 2.32 -0.65
C -3.34 2.45 -0.31
C -3.59 1.45 0.61
N -2.45 0.78 0.82
N -1.46 1.30 0.06
B -2.16 -0.50 1.64
N -0.79 -0.30 2.37
C -0.54 -0.52 3.67
C 0.83 -0.42 3.88
C 1.37 -0.14 2.63
C 2.82 0.06 2.32
N 0.38 -0.08 1.71
N -1.92 -1.60 0.58
C -2.55 -2.75 0.33
C -1.90 -3.39 -0.71
C -0.84 -2.56 -1.05
C 0.22 -2.84 -2.06
N -0.86 -1.46 -0.27
N -3.22 -0.79 2.64
C -3.87 0.09 3.47
C -4.55 -0.64 4.40
C -4.25 -2.01 4.09
C -4.73 -3.23 4.79
N -3.45 -2.09 3.04
H -1.01 4.16 -1.11
H -1.82 3.43 -2.47
H -0.30 2.73 -1.91
H -4.04 3.18 -0.69
H -4.50 1.18 1.12
H -1.34 -0.74 4.36
H 1.35 -0.53 4.81
H 3.33 -0.90 2.30
H 3.29 0.66 3.09
H 2.98 0.54 1.35
H -3.39 -3.05 0.93
H -2.14 -4.35 -1.14
H 0.21 -3.89 -2.31
H 1.20 -2.60 -1.65
H 0.07 -2.27 -2.97
H -3.78 1.15 3.34
H -5.17 -0.27 5.19
H -5.81 -3.19 4.93
H -4.28 -3.30 5.78
H -4.47 -4.12 4.23
N 3.76 5.05 0.18
C 2.61 4.22 0.71
C 2.31 3.02 -0.20
N 1.18 2.24 0.33
H 4.02 5.79 0.84
H 3.52 5.52 -0.70
H 4.60 4.49 0.01
H 1.76 4.89 0.79
H 2.90 3.90 1.71
H 3.19 2.38 -0.29
H 2.04 3.36 -1.20
H 0.34 2.81 0.34
H 1.35 1.98 1.30
C -0.82 0.23 -3.03
O 0.17 0.40 -2.03
H -0.48 -0.50 -3.76
H -1.00 1.18 -3.53
H -1.76 -0.14 -2.60
C 4.19 -3.14 -3.60
N 3.66 -2.23 -2.57
C 2.91 -1.16 -2.68
S 2.68 -0.22 -1.20
N 2.33 -0.70 -3.77
C 2.33 -1.24 -5.14
H 5.07 -3.62 -3.18
H 4.49 -2.60 -4.48
H 3.46 -3.91 -3.85
H 3.93 -2.46 -1.62
H 1.80 0.14 -3.62
H 3.30 -1.09 -5.62
H 1.59 -0.69 -5.70
H 2.06 -2.29 -5.15
*
```

Its relative energy (zero: lowest compared OMol25 entry of this formula, charge and spin) is 0.410 eV.

Atomic partial charges in e from the Löwdin method, atoms 1 to 5: number 1, Mn, carries 0.79; number 2, C, carries -0.02; number 3, C, carries -0.29; number 4, C, carries 0.04; number 5, C, carries 0.01


Below is a molecular structure, C22H40BN5PdS2Si3 at a distorted geometry, with properties calculated with ωB97M-V/def2-TZVPD.

Structure (ORCA input):
```
! wB97M-V def2-TZVPD RIJCOSX def2/J DEFGRID3
* xyz 0 1
Pd -0.64 0.25 0.10
C 2.98 -0.22 -2.61
Si 1.55 0.73 -1.83
C -0.01 0.33 -2.84
C 1.82 2.52 -2.39
C 1.53 0.50 0.04
Si 2.25 -0.96 0.97
C 1.27 -1.39 2.54
C 2.59 -2.61 0.11
C 4.00 -0.53 1.60
Si 1.79 2.03 1.04
C 3.43 2.92 0.85
C 1.47 1.89 2.89
C 0.40 3.15 0.46
C 0.46 4.54 0.37
C -0.65 5.26 -0.04
C -1.81 4.56 -0.34
C -1.80 3.18 -0.22
N -0.73 2.48 0.16
H 2.91 -0.18 -3.70
H 3.03 -1.26 -2.31
H 3.93 0.24 -2.33
H 0.31 0.22 -3.88
H -0.70 1.18 -2.81
H -0.59 -0.54 -2.58
H 1.91 2.50 -3.48
H 2.71 2.99 -1.99
H 0.96 3.16 -2.16
H 0.28 -0.93 2.57
H 1.81 -1.09 3.44
H 1.12 -2.47 2.59
H 1.70 -3.22 0.02
H 3.30 -3.13 0.75
H 3.06 -2.51 -0.87
H 4.05 0.38 2.20
H 4.68 -0.40 0.75
H 4.39 -1.35 2.21
H 4.25 2.26 1.12
H 3.49 3.79 1.51
H 3.61 3.27 -0.17
H 2.17 1.23 3.40
H 0.46 1.53 3.10
H 1.57 2.88 3.33
H 1.39 5.04 0.62
H -0.62 6.34 -0.13
H -2.71 5.06 -0.66
H -2.70 2.61 -0.43
C 0.56 -3.30 -2.24
N -0.89 -3.26 -2.12
C -1.77 -3.75 -3.05
C -3.01 -3.60 -2.53
N -2.89 -3.02 -1.29
B -4.24 -2.83 -0.46
N -4.02 -2.00 0.83
C -4.26 -2.46 2.11
C -3.95 -1.48 2.98
N -3.51 -0.41 2.23
C -3.04 0.86 2.75
C -3.56 -0.75 0.92
S -3.03 0.23 -0.38
C -1.59 -2.79 -1.06
S -0.84 -2.14 0.36
H 0.81 -3.29 -3.30
H 0.96 -4.19 -1.77
H 0.99 -2.43 -1.76
H -1.44 -4.17 -3.99
H -3.97 -3.85 -2.93
H -4.61 -3.92 -0.11
H -5.02 -2.28 -1.19
H -4.64 -3.45 2.28
H -3.99 -1.44 4.05
H -2.78 0.72 3.80
H -3.80 1.62 2.66
H -2.15 1.17 2.20
*
```

Its relative energy (zero: lowest compared OMol25 entry of this formula, charge and spin) is 0.000 eV.

Atomic partial charges in e from the Löwdin method, atoms 1 to 5: number 1, Pd, carries 0.45; number 2, C, carries -0.18; number 3, Si, carries 0.40; number 4, C, carries -0.19; number 5, C, carries -0.18


Below is 7 unconnected molecules or ions with the total composition C22H40Cl12F4INO7PS3 at a distorted geometry, with properties calculated with ωB97M-V/def2-TZVPD.

Structure (ORCA input):
```
! wB97M-V def2-TZVPD RIJCOSX def2/J DEFGRID3
* xyz 1 1
C 1.75 0.98 3.46
C 0.55 0.98 2.51
O 0.40 2.24 1.79
C -0.59 3.11 2.19
P -0.92 3.37 4.04
O 0.52 3.25 4.73
O -1.73 2.08 4.52
S -1.82 5.03 4.39
C -1.99 2.93 1.52
C -2.05 2.00 0.29
C -3.14 0.95 0.42
C -2.89 -0.07 1.53
I -5.07 1.88 0.69
C -2.39 4.36 1.10
C -1.11 5.07 0.99
S -1.08 6.63 -0.02
O 0.25 7.00 -0.40
O -2.10 6.37 -1.01
C -1.80 7.88 1.21
F -1.43 7.54 2.44
F -3.12 7.85 1.09
F -1.31 9.06 0.86
N -0.15 4.46 1.60
S 1.49 5.07 1.79
O 1.34 6.47 2.04
O 2.19 4.16 2.63
F 1.87 4.82 0.31
H 2.06 1.99 3.70
H 1.51 0.43 4.37
H 2.59 0.47 3.00
H 0.70 0.23 1.73
H -0.37 0.71 3.02
H 0.49 3.68 5.59
H -2.04 1.47 3.83
H -2.77 2.61 2.22
H -1.10 1.50 0.08
H -2.28 2.61 -0.59
H -3.19 0.41 -0.52
H -3.39 0.16 2.47
H -3.23 -1.05 1.19
H -1.81 -0.19 1.69
H -2.98 4.89 1.87
H -2.98 4.41 0.19
Cl -3.15 -3.61 -0.29
C -1.44 -3.91 -0.74
C -0.55 -3.99 0.47
Cl -0.38 -2.40 1.28
H -1.14 -3.13 -1.43
H -1.41 -4.87 -1.25
H 0.45 -4.30 0.17
H -0.93 -4.69 1.21
Cl -3.91 3.60 -3.11
C -2.44 3.94 -4.07
C -1.97 2.72 -4.80
Cl -1.36 1.48 -3.67
H -1.68 4.33 -3.39
H -2.70 4.72 -4.78
H -1.15 2.98 -5.47
H -2.77 2.26 -5.38
Cl 1.04 -3.29 4.35
C 2.50 -4.18 4.87
C 2.69 -4.13 6.36
Cl 3.10 -2.49 6.93
H 3.35 -3.75 4.35
H 2.37 -5.21 4.55
H 3.51 -4.78 6.65
H 1.79 -4.44 6.89
Cl -1.15 -4.74 -4.40
C -0.82 -6.48 -4.64
C -1.01 -7.27 -3.37
Cl 0.21 -6.88 -2.12
H 0.19 -6.57 -5.02
H -1.51 -6.84 -5.39
H -0.93 -8.33 -3.57
H -1.99 -7.07 -2.93
Cl 2.58 -7.03 -4.85
C 4.29 -6.64 -4.55
C 4.64 -6.69 -3.08
Cl 3.84 -5.37 -2.18
H 4.47 -5.65 -4.95
H 4.89 -7.36 -5.10
H 5.72 -6.55 -2.97
H 4.36 -7.63 -2.63
Cl 2.60 -1.54 -3.29
C 2.11 0.10 -3.77
C 3.19 1.13 -3.56
Cl 3.50 1.44 -1.83
H 1.21 0.36 -3.22
H 1.86 0.06 -4.83
H 2.88 2.08 -4.00
H 4.13 0.83 -4.02
*
```

Atomic partial charges in e from the Löwdin method, atoms 1 to 5: number 1, C, carries -0.04; number 2, C, carries -0.19; number 3, O, carries -0.09; number 4, C, carries -0.42; number 5, P, carries 0.28


Below is a molecular structure, C22H40ClI2N10O10P at a distorted geometry, with properties calculated with ωB97M-V/def2-TZVPD.

Structure (ORCA input):
```
! wB97M-V def2-TZVPD RIJCOSX def2/J DEFGRID3
* xyz 0 1
C -1.69 5.50 -1.54
C -0.24 5.15 -1.85
C 0.74 5.02 -0.65
Cl 0.24 6.11 0.67
C 0.85 3.56 -0.19
C 1.24 2.56 -1.29
I -0.03 0.89 -1.59
C 2.32 2.71 -2.06
C 3.28 3.86 -1.96
I 2.86 1.36 -3.58
O -0.53 3.22 0.15
C -0.74 3.29 1.47
O -1.79 3.19 1.98
O 0.41 3.53 2.11
C 1.49 3.26 1.20
C 1.79 1.76 1.40
O 2.14 1.60 2.76
C 3.10 0.65 3.04
C 2.82 -0.28 4.04
C 3.77 -1.23 4.39
C 5.00 -1.29 3.76
C 5.27 -0.37 2.75
C 4.34 0.60 2.40
P 3.14 4.02 1.61
C 3.06 4.35 3.41
O 3.14 5.54 0.95
H -2.27 5.30 -2.44
H -1.80 6.55 -1.33
H -2.12 4.88 -0.76
H 0.18 5.92 -2.49
H -0.22 4.23 -2.43
H 1.69 5.39 -0.99
H 2.86 4.71 -2.50
H 4.22 3.64 -2.45
H 3.45 4.19 -0.95
H 0.88 1.18 1.21
H 2.55 1.41 0.71
H 1.88 -0.26 4.57
H 3.55 -1.93 5.19
H 5.74 -2.03 4.04
H 6.22 -0.41 2.24
H 4.55 1.33 1.63
H 3.73 3.66 3.90
H 3.45 5.35 3.58
H 2.05 4.28 3.81
H 3.38 6.20 1.61
C -2.14 -1.72 -4.29
O -2.12 -0.60 -4.76
N -1.99 -2.85 -5.04
N -2.34 -1.96 -2.95
H -2.00 -3.78 -4.66
H -1.84 -2.72 -6.02
H -2.48 -1.16 -2.36
H -2.37 -2.88 -2.55
C 0.65 -5.50 -4.73
O 0.16 -4.76 -3.89
N 1.48 -6.54 -4.40
N 0.41 -5.35 -6.07
H 1.89 -7.15 -5.07
H 1.68 -6.67 -3.43
H -0.18 -4.59 -6.35
H 0.80 -5.95 -6.77
C -4.65 -5.73 -2.98
O -4.06 -6.29 -3.89
N -6.00 -5.52 -3.02
N -4.01 -5.26 -1.87
H -6.51 -5.06 -2.29
H -6.50 -5.85 -3.83
H -3.02 -5.40 -1.81
H -4.48 -4.80 -1.12
C -3.47 2.91 5.76
O -2.83 1.88 5.92
N -4.39 3.34 6.68
N -3.33 3.71 4.66
H -4.93 4.18 6.58
H -4.52 2.78 7.50
H -2.67 3.42 3.96
H -3.85 4.55 4.53
C -1.51 -6.01 0.81
O -2.00 -5.21 0.04
N -2.18 -6.49 1.89
N -0.24 -6.50 0.64
H -1.80 -7.15 2.54
H -3.11 -6.15 2.04
H 0.27 -6.16 -0.16
H 0.18 -7.16 1.25
*
```

Atomic partial charges in e from the Löwdin method, atoms 1 to 5: number 1, C, carries -0.12; number 2, C, carries -0.23; number 3, C, carries -0.56; number 4, Cl, carries 0.78; number 5, C, carries -0.40


Below is a molecular structure, C22H41BeCl5Cs2N5O7S2 at a distorted geometry, with properties calculated with ωB97M-V/def2-TZVPD.

Structure (ORCA input):
```
! wB97M-V def2-TZVPD RIJCOSX def2/J DEFGRID3
* xyz -1 1
C -5.16 -3.88 -2.20
C -3.95 -2.95 -2.43
Cl -4.22 -1.31 -1.78
C -2.72 -3.60 -1.83
N -1.55 -2.75 -1.68
C -0.83 -2.44 -2.63
N -0.99 -2.77 -3.95
C -1.46 -1.55 -4.62
O -1.14 -0.49 -3.80
C 0.20 -0.60 -3.42
N 0.26 -1.61 -2.33
C 1.44 -2.48 -2.48
C 2.37 -2.64 -1.22
C 2.05 -1.83 0.08
C 2.38 -0.36 -0.17
S 3.84 0.14 0.86
C 3.42 1.91 1.28
N 4.11 3.18 0.97
N 3.24 4.10 1.54
C 2.11 3.43 2.14
O 2.23 2.02 1.99
H -5.71 -3.62 -1.29
H -5.79 -3.81 -3.07
H -4.77 -4.90 -2.21
H -3.88 -2.84 -3.50
H -3.00 -4.03 -0.88
H -2.42 -4.46 -2.43
H -1.32 -2.39 -0.72
H -1.57 -3.57 -4.11
H -1.08 -1.43 -5.63
H -2.54 -1.53 -4.69
H 0.75 -0.92 -4.30
H 0.55 0.37 -3.08
H 1.10 -3.48 -2.72
H 2.07 -2.18 -3.31
H 3.36 -2.34 -1.55
H 2.43 -3.68 -0.93
H 0.96 -1.96 0.47
H 2.76 -2.20 0.83
H 1.55 0.23 0.21
H 2.54 -0.13 -1.21
H 1.30 3.93 2.61
O 7.71 0.45 2.89
C 7.39 0.78 1.66
C 8.25 -0.08 0.63
O 7.94 0.26 -0.58
H 7.55 1.83 1.37
H 6.33 0.64 1.36
H 8.06 -1.14 0.92
H 9.31 0.06 0.94
C -9.44 -0.92 -3.11
C -10.24 -1.24 -1.83
C -10.07 -2.73 -1.54
S -8.48 -3.20 -2.23
O -8.70 -4.13 -3.32
O -7.56 -3.49 -1.16
C -8.09 -1.59 -2.92
H -9.34 0.19 -3.27
H -9.95 -1.34 -3.98
H -9.84 -0.65 -1.00
H -11.29 -0.98 -1.94
H -10.07 -2.94 -0.47
H -10.84 -3.33 -2.04
H -7.54 -1.72 -3.85
H -7.48 -1.06 -2.20
Cs 5.68 2.30 1.99
Cl 6.30 -1.78 3.00
C 7.05 6.24 8.54
C 5.65 5.88 8.06
C 5.83 5.90 6.55
O 7.20 5.53 6.28
C 7.93 5.55 7.52
H 7.25 5.93 9.56
H 7.19 7.33 8.48
H 5.40 4.87 8.39
H 4.88 6.56 8.40
H 5.68 6.91 6.14
H 5.16 5.21 6.04
H 8.13 4.51 7.81
H 8.88 6.05 7.37
Be -7.91 1.22 -4.23
Cl -9.08 3.56 -4.96
Cs 3.09 4.75 -0.42
Cl -0.86 -1.30 0.55
Cl 0.08 2.52 -2.18
*
```

Atomic partial charges in e from the Löwdin method, atoms 1 to 5: number 1, C, carries -0.11; number 2, C, carries -0.71; number 3, Cl, carries 0.67; number 4, C, carries -0.17; number 5, N, carries 0.11


| no. | total energy (Eh) | molecular weight (g mol⁻¹) |
| --- | --- | --- |
| 1 | -7253.95292 | 721.629 |
| 2 | -3167.81586 | 586.462 |
| 3 | -2953.88604 | 640.221 |
| 4 | -9198.85845 | 1186.069 |
| 5 | -3559.39296 | 924.857 |
| 6 | -4814.86677 | 1003.819 |